ORCA calculation (wB97M-V/def2-TZVPD) on C11H46FInN20O10P as an isolated structure in a non-equilibrium geometry.

Structure (XYZ):
```
90
Properties=species:S:1:pos:R:3:lowdin_charge:R:1
C 5.30 5.27 3.34 -0.73
H 1.20 -0.87 -0.66 0.12
H -6.27 -0.21 -10.95 0.10
H 0.49 -10.56 1.70 0.11
H -5.03 2.41 -5.39 0.10
N 4.08 -4.94 -0.55 0.17
C -1.49 4.39 -0.39 -0.36
H 2.94 7.03 1.84 0.11
H 4.64 -5.76 -0.71 0.10
H -5.78 2.26 1.17 -0.09
C 1.82 -6.51 2.59 -0.72
In -2.82 2.55 -0.44 0.66
P -5.12 3.32 0.43 0.45
H 5.24 -2.99 -2.77 0.11
H 7.20 5.59 2.74 0.11
C -4.83 0.34 -5.39 -0.72
H 3.38 -4.96 0.19 0.08
H -6.12 1.03 -6.88 0.04
O -7.17 1.15 -8.23 0.02
H 3.10 1.49 5.11 0.11
O 4.95 4.64 2.36 0.02
H -5.88 -0.69 -6.77 0.10
H 2.78 -1.31 -0.08 0.04
H 6.85 6.28 4.30 0.09
H -1.12 -12.85 3.81 0.10
H 3.38 -1.61 3.49 0.09
H 0.03 5.16 1.15 0.04
N 3.18 0.80 1.18 0.14
N 2.03 -0.64 -0.13 0.17
C -0.11 4.21 0.48 -0.15
H -2.09 5.30 0.06 0.07
H 3.52 5.17 4.30 0.12
C -7.21 0.84 -9.41 -0.68
H -4.85 4.39 1.36 -0.09
N -4.61 1.60 -4.98 0.16
H 5.70 -4.63 -2.41 0.10
H -8.92 1.81 -9.85 0.11
H 0.87 -5.67 1.02 0.11
H -5.52 3.85 -1.64 -0.08
H -2.49 1.28 1.89 -0.06
H -0.08 -6.88 1.82 0.10
N 3.48 -1.61 4.50 0.15
O 0.56 7.06 2.52 0.02
H 3.07 0.67 3.57 0.06
C -0.86 -10.89 3.16 -0.72
H 3.95 0.16 1.25 0.10
C 3.40 -0.50 5.26 -0.73
N -8.19 1.23 -10.24 0.15
H 3.25 1.70 1.65 0.11
O 1.13 1.36 0.42 0.02
N 0.07 -11.28 2.27 0.15
C 4.19 -3.80 -1.25 -0.69
N 6.54 5.76 3.49 0.14
N 0.79 9.30 2.42 0.14
H 0.82 4.17 -0.27 0.09
N 3.17 0.63 4.57 0.16
H -0.22 3.23 1.12 0.04
H 3.13 8.76 1.75 0.09
C 1.25 8.05 2.31 -0.72
N -1.39 -11.88 3.90 0.15
O 3.52 -0.53 6.47 0.01
N -6.05 3.96 -0.73 -0.49
F -1.09 4.68 -1.81 -0.24
H -1.15 0.96 0.83 -0.10
H 0.80 -7.98 3.65 0.08
H 1.34 10.12 2.25 0.09
N 5.12 -3.83 -2.22 0.15
N 2.54 7.96 1.93 0.15
N -2.19 0.98 0.92 -0.22
O 3.49 -2.82 -1.04 0.02
H -2.09 -11.63 4.58 0.11
N 0.77 -6.36 1.75 0.16
N -5.68 0.24 -6.43 0.13
O -2.98 1.77 -2.42 -0.45
H -3.97 1.72 -4.20 0.05
H 3.65 -2.49 4.97 0.11
H -0.18 9.41 2.70 0.11
H 4.74 6.04 5.19 0.10
N -6.26 0.07 -9.98 0.16
O 2.84 -5.86 2.48 0.01
O -1.20 -9.72 3.29 0.02
H -8.23 0.97 -11.22 0.10
C 2.06 0.56 0.49 -0.69
H -2.12 1.23 -2.50 0.00
N 4.47 5.52 4.37 0.15
N 1.63 -7.44 3.54 0.16
H -5.50 -0.25 -9.39 0.11
O -4.31 -0.63 -4.87 0.00
H 0.36 -12.24 2.15 0.10
H 2.40 -7.58 4.19 0.11
```

Results
charge = -1
electronic energy = -79617.8079 eV
multiplicity = 1
orbital gap = 5.2 eV
HOMO level = -0.1426 hartree